DFT (the ωB97M-V functional and the def2-TZVPD basis) results for a cluster of 2 separate species, C4H11N3O2 in total in a non-equilibrium geometry.

As for the SMILES: [H]/N=C(\N)NC.CC(=O)O. For the molar mass, the calculation gives 133.15 g mol⁻¹. Its LUMO energy is 0.79 eV. The value obtained for the gap between HOMO and LUMO is 10.128 eV.

Atoms and positions in Å:
H1 -2.051 -0.830 0.115
N1 -1.175 -0.871 -0.377
C1 -0.428 -1.893 -0.382
N2 -0.508 -3.009 0.463
N3 0.535 -2.047 -1.340
C2 0.863 -0.961 -2.246
H2 -1.345 -2.962 1.026
H3 -0.445 -3.879 -0.046
H4 1.269 -2.715 -1.189
H5 1.643 -1.325 -2.892
H6 1.048 0.004 -1.781
H7 -0.009 -0.735 -2.836
C3 0.163 3.557 1.721
C4 0.117 2.082 1.491
O1 0.103 1.297 2.407
O2 0.079 1.696 0.212
H8 0.721 3.680 2.650
H9 -0.836 3.943 1.944
H10 0.544 4.177 0.941
H11 -0.292 0.792 0.119

Cartesian forces (eV/Å) of the 6 atoms listed first:
H 0.1768 -0.6141 0.5742
N 0.1995 1.5827 -0.6058
C -0.1368 -1.3796 -0.1336
N -0.3756 0.3474 -0.0990
N 0.3547 0.6089 0.1402
C -0.9026 -0.1173 0.0349

DFT (the ωB97M-V functional and the def2-TZVPD basis) results for a cluster of 2 separate species, C4H11N3O2 in total in a non-equilibrium geometry.

As for the SMILES: CN=C(N)N.CC(=O)O. For the molar mass, the calculation gives 133.15 g mol⁻¹. Its LUMO energy is 0.89 eV. The value obtained for the gap between HOMO and LUMO is 9.860 eV.

Atoms and positions in Å:
C1 1.211 -1.488 -1.976
N1 0.792 -0.949 -0.706
C2 1.215 -1.384 0.404
N2 2.001 -2.494 0.629
N3 0.768 -0.841 1.621
H1 1.734 -0.691 -2.496
H2 0.366 -1.841 -2.557
H3 1.904 -2.327 -1.855
H4 2.257 -3.118 -0.109
H5 2.170 -2.757 1.579
H6 0.092 -0.095 1.488
H7 1.533 -0.578 2.223
C3 -2.351 2.944 -0.238
C4 -1.530 1.730 0.087
O1 -1.431 1.180 1.150
O2 -0.765 1.419 -0.980
H8 -2.540 3.150 -1.290
H9 -2.090 3.844 0.309
H10 -3.402 2.763 0.030
H11 -0.273 0.599 -0.716

Cartesian forces (eV/Å) of the 6 atoms listed first:
C 0.3824 -0.3218 0.7270
N -0.5449 0.8996 -0.1856
C -0.3112 -0.9705 1.0668
N 0.2595 0.5355 -0.3274
N 0.1171 -0.0011 -0.5666
H -0.0039 -0.0476 -0.3881

DFT (the ωB97M-V functional and the def2-TZVPD basis) results for a cluster of 2 separate species, C4H11N3O2 in total in a non-equilibrium geometry.

As for the SMILES: CN=C(N)N.CC(=O)O. For the molar mass, the calculation gives 133.15 g mol⁻¹. Its LUMO energy is 0.58 eV. The value obtained for the gap between HOMO and LUMO is 10.125 eV.

Atoms and positions in Å:
C1 0.169 1.727 0.568
N1 -0.682 0.626 0.244
C2 -1.924 0.636 -0.038
N2 -2.725 1.844 -0.052
N3 -2.586 -0.539 -0.385
H1 0.754 2.232 -0.126
H2 0.846 1.200 1.303
H3 -0.277 2.656 1.105
H4 -2.253 2.729 0.041
H5 -3.606 1.774 -0.440
H6 -2.118 -1.178 -1.019
H7 -3.140 -1.017 0.313
C3 2.746 -1.368 -0.822
C4 2.095 -2.048 0.407
O1 2.587 -3.100 0.966
O2 0.942 -1.550 0.756
H8 2.334 -1.531 -1.890
H9 3.814 -1.724 -0.875
H10 2.755 -0.274 -0.564
H11 0.270 -1.095 0.508

Cartesian forces (eV/Å) of the 6 atoms listed first:
C -0.7880 0.2125 4.0424
N -0.6544 -0.7887 -1.1780
C -0.0593 2.7601 0.1415
N 3.1095 -2.3744 1.1078
N -0.8418 -0.2604 -0.4982
H 1.0348 0.0616 -2.2217

DFT (the ωB97M-V functional and the def2-TZVPD basis) results for a cluster of 2 separate species, C4H11N3O2 in total in a non-equilibrium geometry.

As for the SMILES: [H]/N=C(\N)NC.CC(=O)O. For the molar mass, the calculation gives 133.15 g mol⁻¹. Its LUMO energy is 0.82 eV. The value obtained for the gap between HOMO and LUMO is 10.108 eV.

Atoms and positions in Å:
H1 -1.906 0.377 1.666
N1 -1.369 0.691 0.872
C1 -1.826 0.330 -0.262
N2 -2.948 -0.437 -0.459
N3 -1.173 0.746 -1.403
C2 -0.779 -0.294 -2.364
H2 -3.643 -0.172 -1.136
H3 -3.270 -1.055 0.266
H4 -0.378 1.277 -1.126
H5 0.014 -0.921 -1.955
H6 -0.396 0.210 -3.255
H7 -1.628 -0.895 -2.688
C3 3.336 0.073 1.555
C4 1.898 -0.204 1.255
O1 1.519 -1.011 0.436
O2 1.082 0.531 2.002
H8 3.978 -0.569 0.937
H9 3.612 -0.275 2.557
H10 3.719 1.081 1.447
H11 0.157 0.517 1.655

Cartesian forces (eV/Å) of the 6 atoms listed first:
H -0.6461 0.0781 -0.0562
N 0.6160 -0.1856 0.6795
C -0.1470 0.1086 0.1318
N -0.2955 -0.5119 -0.1942
N -0.6772 -0.6510 -0.3851
C 0.0539 0.3665 -0.4428

Relative energy (zero: lowest compared OMol25 entry of this formula, charge and spin) values (in eV) by entry order: 0.4295; 0.3033; 2.8650; 0.4001.